(P)
The following is a DFT calculation (ωB97M-V with the def2-TZVPD basis set) of C4H6O4 in the gas phase.

ORCA input file:
```
! RIJCOSX wB97M-V def2-TZVPD def2/J DEFGRID3
* xyz 0 1
O -2.60 -0.11 -0.59
O 2.47 -0.15 1.41
O 1.46 1.81 1.26
O -1.39 -1.32 -1.99
C 1.40 0.62 1.12
C -0.26 0.40 -0.77
C -1.43 -0.44 -1.16
C 0.30 -0.22 0.53
H -0.50 -0.51 1.22
H 0.72 -1.22 0.39
H -0.69 1.36 -0.48
H 3.30 0.32 1.43
H -3.26 -0.77 -0.83
H 0.48 0.23 -1.54
*
```

Computed properties:
- structure (SMILES) = O=C(O)CCC(=O)O
- E_HOMO (eV) = -10.65

The net atomic charges from Mulliken, expressed in e, are: O -0.46; O -0.46; O -0.54; O -0.57; C 0.54; C -0.31; C 0.50; C -0.77; H 0.41; H 0.34; H 0.30; H 0.34; H 0.34; H 0.34

---

(Q)
The following is a DFT calculation (ωB97M-V with the def2-TZVPD basis set) of C4H6O4 in the gas phase.

ORCA input file:
```
! RIJCOSX wB97M-V def2-TZVPD def2/J DEFGRID3
* xyz 0 1
O -0.18 -2.72 -1.30
O -0.04 2.84 0.77
O 1.70 -1.52 -1.00
O -1.42 1.36 1.63
C -0.47 -0.58 -0.41
C 0.38 0.57 0.21
C 0.51 -1.61 -0.94
C -0.46 1.56 0.93
H -1.02 -0.97 0.43
H 0.87 0.07 1.06
H 1.10 0.94 -0.51
H 0.35 -3.51 -1.28
H -1.26 -0.21 -1.08
H -0.58 3.46 1.27
*
```

Computed properties:
- structure (SMILES) = O=C(O)CCC(=O)O
- E_HOMO (eV) = -10.70

The net atomic charges from Mulliken, expressed in e, are: O -0.43; O -0.46; O -0.53; O -0.58; C -0.59; C -0.23; C 0.54; C 0.36; H 0.28; H 0.24; H 0.35; H 0.34; H 0.37; H 0.35

---

It comes down to (Q), which is 3.6 kcal/mol more stable than the next structure.

---

(P)
The following is a DFT calculation (ωB97M-V with the def2-TZVPD basis set) of 2 unconnected molecules or ions with the total composition CH6NO2.

ORCA input file:
```
! RIJCOSX wB97M-V def2-TZVPD def2/J DEFGRID3
* xyz 1 1
O -0.94 -2.04 -0.51
O -0.24 1.44 1.05
N 0.80 0.10 -0.51
C 0.67 1.20 0.17
H 0.03 -0.59 -0.49
H 1.61 0.03 -1.12
H -1.27 -2.66 0.16
H -1.36 -2.27 -1.35
H 1.36 2.02 -0.02
H -0.95 0.81 1.24
*
```

Computed properties:
- E_HOMO (eV) = -16.75

The net atomic charges from Mulliken, expressed in e, are: O -0.68; O -0.38; N -0.15; C 0.35; H 0.21; H 0.26; H 0.32; H 0.32; H 0.37; H 0.36

---

(Q)
The following is a DFT calculation (ωB97M-V with the def2-TZVPD basis set) of 2 unconnected molecules or ions with the total composition CH6NO2.

ORCA input file:
```
! RIJCOSX wB97M-V def2-TZVPD def2/J DEFGRID3
* xyz 1 1
O -1.99 0.01 1.45
O 0.37 0.25 0.51
N 1.00 -0.25 -1.59
C 1.27 -0.08 -0.30
H 0.09 -0.34 -1.99
H 2.30 -0.14 0.04
H 1.75 -0.21 -2.28
H -2.38 0.80 1.10
H -0.56 -0.13 0.64
H -1.85 0.09 2.41
*
```

Computed properties:
- E_HOMO (eV) = -16.84

The net atomic charges from Mulliken, expressed in e, are: O -0.73; O -0.36; N -0.25; C 0.30; H 0.24; H 0.35; H 0.26; H 0.37; H 0.44; H 0.37

---

It comes down to (P), which is 6.9 kcal/mol more stable than the next structure.

---

(P)
The following is a DFT calculation (ωB97M-V with the def2-TZVPD basis set) of a molecular structure, C45H37ClN3O2P2ReS.

ORCA input file:
```
! RIJCOSX wB97M-V def2-TZVPD def2/J DEFGRID3
* xyz 1 2
Re -0.16 -0.08 0.30
Cl -3.16 -1.05 -3.18
S -0.51 -0.22 2.91
P 2.13 0.29 -0.64
P 0.63 2.29 0.59
O 2.12 -1.53 1.44
O -1.32 -3.24 -0.94
N 0.29 -2.09 0.22
N 2.07 1.97 -0.32
N -2.14 -0.93 1.06
C 0.50 -5.72 -0.17
C -1.20 0.79 -2.66
C 1.42 -2.39 0.92
C 5.89 0.22 0.96
C 0.95 5.05 0.74
C 0.08 1.78 -4.48
C 3.21 0.42 -3.24
C 2.03 1.46 2.84
C 4.60 0.61 0.64
C -2.96 -1.48 3.24
C 2.59 -4.66 1.43
C 0.58 -4.37 0.09
C 0.10 6.64 -0.85
C 1.37 -1.38 -4.29
C -0.57 5.63 -1.50
C -2.00 -0.93 2.40
C -4.09 -2.04 2.68
C 1.48 -6.54 0.38
C 2.37 -0.85 -5.10
C -1.92 0.06 -3.63
C -0.18 1.62 -3.13
C 4.34 -1.39 -0.68
C -0.29 -3.24 -0.30
C 3.28 0.06 -4.57
C 0.38 3.17 3.23
C 6.39 -0.99 0.50
C -1.67 0.22 -4.98
C 3.82 -0.19 -0.20
C -0.49 4.32 -1.05
C -0.68 1.09 -5.41
C 1.62 -3.85 0.88
C 5.61 -1.79 -0.32
C 1.28 -1.00 -2.96
C 1.51 2.15 5.08
C -3.21 -1.51 0.52
C 0.29 4.02 0.07
C -4.21 -2.06 1.29
C 2.23 1.34 4.21
C 3.02 2.99 -0.73
C 2.20 -0.09 -2.43
C 0.59 3.06 4.59
C 1.12 2.40 2.34
C 2.49 -6.03 1.17
C -1.57 0.75 -1.24
C 0.85 6.35 0.29
H -2.50 0.20 -1.14
H 6.01 -2.74 -0.68
H 4.21 1.53 1.03
H 0.66 -2.08 -4.69
H 7.39 -1.30 0.78
H 0.49 -1.39 -2.34
H -1.76 1.77 -0.88
H -1.02 3.55 -1.58
H 2.53 0.77 2.18
H 3.31 3.63 0.11
H 3.37 -4.24 2.05
H 1.54 4.84 1.61
H 3.92 2.52 -1.12
H 2.60 3.63 -1.52
H -3.26 -1.57 -0.56
H 1.44 -7.61 0.19
H 3.93 1.12 -2.84
H 0.42 2.15 -2.40
H 2.91 0.60 4.58
H 1.66 2.04 6.15
H 4.05 0.47 -5.20
H 6.50 0.86 1.59
H -2.80 -1.44 4.31
H -2.25 -0.33 -5.70
H 3.23 -6.70 1.58
H -4.87 -2.46 3.30
H -5.07 -2.49 0.81
H -0.37 3.85 2.85
H 3.73 -2.01 -1.33
H -0.52 1.23 -6.47
H 0.02 3.66 5.28
H 0.86 2.45 -4.80
H -0.29 -6.11 -0.79
H 2.44 -1.14 -6.13
H -1.16 5.84 -2.38
H 1.35 7.15 0.81
H 0.05 7.65 -1.21
*
```

Computed properties:
- E_HOMO (alpha / beta) (eV) = -10.47 / -10.43

The net atomic charges from Mulliken, expressed in e, are: Re 0.36; Cl -0.25; S -0.25; P 1.26; P 2.06; O -0.43; O -0.60; N 0.65; N 0.48; N -0.28; C -0.57; C 0.08; C 0.00; C -0.86; C -0.76; C -1.23; C -0.47; C -0.80; C -0.81; C -0.86; C -0.25; C -0.16; C -0.65; C -0.68; C -0.96; C 0.59; C -0.31; C -0.53; C -0.70; C 1.00; C 0.27; C -0.94; C 0.15; C -0.91; C -1.04; C -0.74; C -0.68; C 1.34; C -0.21; C -0.72; C 0.21; C -0.76; C -0.02; C -0.72; C 0.16; C 0.91; C -1.18; C -1.01; C -1.15; C 0.73; C -0.81; C 0.91; C -0.68; C -1.38; C -0.86; H 0.88; H 0.49; H 0.13; H 0.51; H 0.42; H -0.22; H 0.41; H 0.28; H 0.79; H 0.30; H 0.58; H 0.46; H 0.53; H 0.21; H 0.39; H 0.43; H 0.34; H 0.16; H 0.49; H 0.41; H 0.48; H 0.48; H 0.51; H 0.50; H 0.43; H 0.43; H 0.45; H 0.51; H 0.50; H 0.45; H 0.42; H 0.52; H 0.55; H 0.44; H 0.47; H 0.44; H 0.41

---

(Q)
The following is a DFT calculation (ωB97M-V with the def2-TZVPD basis set) of a molecular structure, C45H37ClN3O2P2ReS.

ORCA input file:
```
! RIJCOSX wB97M-V def2-TZVPD def2/J DEFGRID3
* xyz 1 2
Re 0.73 0.32 1.03
Cl -1.10 -3.25 2.74
S 2.81 0.95 2.11
P -0.79 -0.16 -0.89
P 1.45 -1.69 -0.10
O 1.05 3.20 2.85
O -2.03 1.55 -0.04
N -0.34 2.06 1.43
N 2.24 1.86 -0.23
N 0.36 -1.45 -1.36
C 2.39 2.59 -1.32
C -4.25 -2.09 0.05
C 0.23 1.65 -4.42
C 0.25 -2.37 -2.48
C -3.91 -0.74 4.00
C -2.35 -1.07 -1.00
C -1.50 2.32 0.77
C 2.31 -5.53 1.09
C -2.01 1.43 -2.80
C -3.23 5.66 1.40
C -1.88 0.51 3.82
C -4.66 -2.60 -1.17
C -0.82 0.81 -2.42
C -3.10 -1.33 0.14
C -3.23 0.46 4.12
C 3.51 3.38 -1.54
C -1.19 5.40 2.68
C -1.05 4.16 2.09
C -1.19 -0.61 3.36
C 4.51 3.40 -0.57
C 4.72 -1.05 -2.48
C 0.29 0.92 -3.24
C 3.19 1.90 0.71
C 5.74 -0.96 -1.54
C 4.16 -1.39 0.20
C -0.96 2.26 -4.79
C 0.12 -4.10 0.17
C -3.92 -2.33 -2.31
C -3.07 4.41 0.80
C 0.25 -0.53 3.06
C -2.78 -1.56 -2.24
C -1.98 3.66 1.18
C 5.46 -1.14 -0.20
C -2.08 2.15 -3.98
C 1.35 -3.46 0.31
C 2.44 -4.18 0.78
C -0.01 -5.45 0.47
C 3.14 -1.48 -0.74
C -3.25 -1.88 3.58
C 0.02 3.14 2.22
C 4.35 2.66 0.58
C -2.32 6.14 2.33
C -1.90 -1.82 3.25
C 3.42 -1.31 -2.09
C 1.09 -6.16 0.93
H -1.33 1.44 3.95
H 0.99 -7.21 1.18
H 6.75 -0.75 -1.86
H -1.01 2.83 -5.71
H -3.74 1.34 4.46
H -5.55 -3.21 -1.24
H -2.76 -0.93 1.08
H -3.76 4.06 0.06
H 0.73 0.16 3.76
H -0.45 5.77 3.37
H 3.60 3.95 -2.45
H 3.92 -1.48 1.26
H -0.66 -2.97 -2.42
H -4.96 -0.79 4.25
H -4.08 6.27 1.14
H 4.94 -0.91 -3.53
H 1.59 2.55 -2.05
H 1.10 -3.06 -2.46
H -2.23 -1.31 -3.14
H 5.40 4.00 -0.73
H 0.73 -1.51 3.12
H 5.07 2.64 1.38
H -2.47 7.11 2.78
H -4.84 -2.28 0.94
H 3.40 -3.70 0.91
H 0.24 -1.84 -3.43
H 3.17 -6.07 1.45
H 6.24 -1.06 0.54
H -3.01 2.63 -4.26
H 1.10 1.74 -5.04
H -3.76 -2.83 3.49
H -0.74 -3.54 -0.18
H -0.96 -5.94 0.35
H 1.22 0.44 -2.96
H -2.88 1.34 -2.17
H 2.65 -1.37 -2.83
H -4.25 -2.72 -3.27
*
```

Computed properties:
- E_HOMO (alpha / beta) (eV) = -10.22 / -10.22

The net atomic charges from Mulliken, expressed in e, are: Re 1.06; Cl -0.17; S -0.53; P 2.11; P 1.83; O -0.63; O -0.52; N 0.59; N 0.38; N 0.19; C -0.56; C -0.74; C -0.61; C -1.59; C -0.50; C 0.46; C -0.05; C -0.74; C -1.15; C -0.76; C -0.24; C -0.86; C 0.75; C -0.12; C -1.09; C -1.03; C -0.70; C 0.03; C -0.16; C -0.45; C -0.88; C -1.20; C 0.73; C -0.68; C -0.85; C -0.72; C -1.25; C -0.89; C -0.21; C -1.92; C -0.78; C 0.33; C -1.13; C -0.85; C 1.31; C -0.79; C -0.70; C 0.94; C -0.53; C 0.00; C -0.79; C -0.51; C 0.84; C -0.48; C -0.72; H 0.57; H 0.41; H 0.43; H 0.45; H 0.47; H 0.44; H 0.12; H 0.58; H 0.66; H 0.53; H 0.51; H 0.69; H 0.36; H 0.43; H 0.44; H 0.48; H 0.61; H 0.63; H 0.49; H 0.45; H 0.88; H 0.51; H 0.45; H 0.48; H 0.41; H 0.31; H 0.46; H 0.47; H 0.47; H 0.51; H 0.53; H 0.63; H 0.48; H 0.98; H 0.53; H 0.25; H 0.46

---

It comes down to (Q), which is 5.0 kcal/mol more stable than the next structure.